[1]
Below is a cluster of 27 separate species, C27H108O27 in total in a non-equilibrium geometry, with properties calculated with ωB97M-V/def2-TZVPD.

```
162
C27H108O27 (ωB97M-V/def2-TZVPD)
C -2.319 -6.172 3.520
O -1.746 -4.861 3.469
H -3.032 -6.373 2.720
H -1.579 -6.969 3.445
H -2.935 -6.275 4.413
H -1.289 -4.737 2.634
C 0.571 5.715 0.520
O 0.403 4.377 0.099
H -0.122 6.336 -0.048
H 0.367 5.913 1.572
H 1.614 5.965 0.320
H -0.434 4.087 0.469
C -4.724 2.395 -0.325
O -3.401 2.460 -0.869
H -5.041 1.362 -0.179
H -4.807 2.940 0.615
H -5.409 2.785 -1.078
H -3.518 2.502 -1.821
C 4.356 1.444 -0.981
O 5.686 1.035 -0.625
H 3.760 1.539 -0.074
H 4.182 2.324 -1.600
H 3.985 0.575 -1.526
H 5.543 0.213 -0.149
C 4.687 -1.404 1.429
O 5.664 -1.494 0.385
H 5.061 -2.063 2.212
H 4.576 -0.378 1.779
H 3.719 -1.687 1.017
H 5.716 -2.401 0.073
C -0.428 -0.152 0.052
O 1.018 -0.070 0.054
H -0.909 0.658 -0.497
H -0.773 -1.112 -0.333
H -0.817 -0.137 1.070
H 1.328 -0.048 -0.855
C 4.246 3.217 2.704
O 4.971 2.600 3.791
H 4.065 2.489 1.913
H 3.263 3.518 3.066
H 4.823 4.072 2.351
H 4.489 1.801 4.016
C -0.062 3.802 -3.208
O 1.046 3.639 -2.416
H 0.223 3.757 -4.259
H -0.803 3.012 -3.089
H -0.550 4.765 -3.056
H 0.867 3.909 -1.512
C 3.203 2.462 -4.682
O 3.307 3.707 -3.855
H 2.228 2.504 -5.169
H 3.912 2.440 -5.509
H 3.190 1.561 -4.069
H 2.454 3.792 -3.423
C 4.712 -4.638 0.426
O 5.842 -4.251 -0.252
H 4.319 -5.602 0.103
H 4.823 -4.647 1.510
H 3.913 -3.920 0.240
H 6.187 -5.060 -0.635
C -2.422 2.391 2.355
O -2.158 3.290 1.294
H -2.101 1.365 2.174
H -1.813 2.688 3.208
H -3.475 2.367 2.637
H -2.518 2.934 0.479
C -3.007 -0.155 -2.808
O -2.668 -0.930 -3.914
H -2.831 -0.630 -1.842
H -2.440 0.772 -2.888
H -4.075 0.048 -2.884
H -3.290 -1.642 -4.084
C -2.736 5.941 -1.433
O -2.981 5.822 -2.809
H -2.059 5.126 -1.180
H -2.200 6.845 -1.141
H -3.577 5.748 -0.767
H -3.524 6.575 -3.053
C -0.697 -1.239 7.044
O -0.568 -0.024 6.479
H 0.113 -1.504 7.724
H -1.657 -1.238 7.559
H -0.773 -2.000 6.267
H -1.267 0.058 5.826
C -4.286 -2.558 3.189
O -3.233 -2.706 4.104
H -4.001 -2.088 2.248
H -4.617 -3.572 2.964
H -5.148 -2.019 3.584
H -2.718 -3.483 3.872
C -4.914 3.209 -4.185
O -3.667 3.224 -3.488
H -5.751 3.353 -3.502
H -4.953 3.997 -4.936
H -5.071 2.264 -4.706
H -3.407 4.107 -3.214
C -0.477 -3.470 -2.461
O 0.716 -4.057 -2.865
H -0.351 -2.841 -1.580
H -0.883 -2.827 -3.242
H -1.233 -4.222 -2.235
H 1.352 -3.373 -3.085
C 0.986 -3.747 0.815
O 0.076 -4.440 1.627
H 1.305 -4.271 -0.086
H 0.555 -2.775 0.578
H 1.854 -3.578 1.453
H 0.579 -5.224 1.860
C -2.300 1.744 -6.246
O -1.277 2.161 -7.151
H -3.219 2.330 -6.230
H -2.564 0.699 -6.409
H -1.822 1.770 -5.267
H -0.676 1.418 -7.236
C 0.657 -0.041 -3.455
O 1.703 -0.574 -2.635
H 0.036 -0.794 -3.941
H 0.083 0.640 -2.827
H 1.012 0.481 -4.344
H 2.335 -1.060 -3.169
C -3.845 0.618 5.239
O -2.681 0.138 4.582
H -4.715 0.161 4.768
H -3.821 0.321 6.287
H -3.996 1.694 5.154
H -2.865 -0.725 4.202
C 4.114 5.169 -0.892
O 4.613 5.621 0.300
H 3.263 4.518 -0.694
H 3.687 6.030 -1.405
H 4.877 4.658 -1.479
H 5.385 6.175 0.160
C 3.594 -0.609 5.657
O 3.386 0.324 4.572
H 4.662 -0.783 5.786
H 3.135 -0.296 6.595
H 3.166 -1.576 5.390
H 2.624 -0.012 4.094
C -1.814 -6.700 -0.321
O -2.598 -6.179 -1.374
H -1.050 -5.943 -0.142
H -2.438 -6.913 0.547
H -1.441 -7.657 -0.684
H -3.099 -5.419 -1.071
C -3.994 -2.936 -0.870
O -4.035 -4.199 -0.300
H -3.776 -2.205 -0.092
H -3.202 -2.978 -1.617
H -4.957 -2.755 -1.347
H -4.790 -4.249 0.292
C 0.487 -0.864 3.574
O 1.614 -0.562 2.764
H 0.835 -1.155 4.565
H -0.246 -0.064 3.679
H -0.009 -1.713 3.102
H 1.334 -0.358 1.868
C 3.878 -2.731 -2.776
O 3.081 -2.520 -3.920
H 4.622 -1.934 -2.783
H 3.325 -2.719 -1.837
H 4.451 -3.657 -2.820
H 3.665 -2.525 -4.681
```

For the molecular weight, the calculation gives 865.13 g mol⁻¹. The HOMO energy comes out at -8.5 eV. The calculation puts the orbital gap at 8.391 eV.

Atomic partial charges in e from the Löwdin method, atoms 1 to 99: number 1, C, carries -0.121; number 2, O, carries -0.131; number 3, H, carries 0.060; number 4, H, carries 0.083; number 5, H, carries 0.086; number 6, H, carries 0.030; number 7, C, carries -0.108; number 8, O, carries -0.126; number 9, H, carries 0.064; number 10, H, carries 0.090; number 11, H, carries 0.076; number 12, H, carries 0.047; number 13, C, carries -0.101; number 14, O, carries -0.158; number 15, H, carries 0.080; number 16, H, carries 0.083; number 17, H, carries 0.077; number 18, H, carries 0.024; number 19, C, carries -0.133; number 20, O, carries -0.126; number 21, H, carries 0.060; number 22, H, carries 0.059; number 23, H, carries 0.058; number 24, H, carries -0.001; number 25, C, carries -0.107; number 26, O, carries -0.135; number 27, H, carries 0.090; number 28, H, carries 0.084; number 29, H, carries 0.066; number 30, H, carries 0.030; number 31, C, carries -0.108; number 32, O, carries -0.123; number 33, H, carries 0.075; number 34, H, carries 0.053; number 35, H, carries 0.063; number 36, H, carries 0.035; number 37, C, carries -0.130; number 38, O, carries -0.143; number 39, H, carries 0.053; number 40, H, carries 0.073; number 41, H, carries 0.065; number 42, H, carries 0.010; number 43, C, carries -0.151; number 44, O, carries -0.121; number 45, H, carries 0.088; number 46, H, carries 0.064; number 47, H, carries 0.079; number 48, H, carries 0.037; number 49, C, carries -0.100; number 50, O, carries -0.147; number 51, H, carries 0.052; number 52, H, carries 0.073; number 53, H, carries 0.054; number 54, H, carries -0.006; number 55, C, carries -0.185; number 56, O, carries -0.100; number 57, H, carries 0.094; number 58, H, carries 0.090; number 59, H, carries 0.047; number 60, H, carries 0.102; number 61, C, carries -0.144; number 62, O, carries -0.133; number 63, H, carries 0.055; number 64, H, carries 0.092; number 65, H, carries 0.069; number 66, H, carries 0.002; number 67, C, carries -0.168; number 68, O, carries -0.119; number 69, H, carries 0.056; number 70, H, carries 0.062; number 71, H, carries 0.088; number 72, H, carries 0.086; number 73, C, carries -0.144; number 74, O, carries -0.109; number 75, H, carries 0.060; number 76, H, carries 0.085; number 77, H, carries 0.091; number 78, H, carries 0.101; number 79, C, carries -0.214; number 80, O, carries -0.117; number 81, H, carries 0.084; number 82, H, carries 0.077; number 83, H, carries 0.073; number 84, H, carries 0.025; number 85, C, carries -0.154; number 86, O, carries -0.124; number 87, H, carries 0.065; number 88, H, carries 0.078; number 89, H, carries 0.080; number 90, H, carries 0.022; number 91, C, carries -0.123; number 92, O, carries -0.153; number 93, H, carries 0.072; number 94, H, carries 0.085; number 95, H, carries 0.078; number 96, H, carries 0.035; number 97, C, carries -0.172; number 98, O, carries -0.092; number 99, H, carries 0.054

=====

[2]
Below is a structure of composition C27H15B3N3O24V in a non-equilibrium geometry, with properties calculated with ωB97M-V/def2-TZVPD.

```
73
C27H15B3N3O24V (ωB97M-V/def2-TZVPD)
V -1.380 -0.092 -0.398
O 6.774 2.251 1.530
C 5.707 1.748 1.805
O 4.807 1.233 0.880
B 3.892 0.341 1.592
O 4.232 0.528 3.005
C 5.255 1.222 3.154
O 5.766 1.421 4.227
O 4.120 -1.066 1.197
C 3.161 -1.505 0.481
O 3.151 -2.621 -0.003
C 1.942 -0.465 0.687
O 2.481 0.585 1.317
O 0.806 -0.589 0.253
O -2.884 -4.614 -2.027
C -1.764 -4.426 -1.565
O -0.795 -5.276 -1.626
B 0.411 -4.616 -1.083
O -0.059 -3.480 -0.268
C -1.323 -3.251 -0.685
O -2.012 -2.258 -0.462
O 1.229 -5.523 -0.261
C 2.411 -5.636 -0.734
O 3.308 -6.380 -0.318
C 2.515 -4.814 -2.042
O 1.320 -4.214 -2.173
O 3.458 -4.662 -2.853
O 0.782 3.908 -1.886
C 0.970 3.794 -0.678
O 1.876 4.332 0.209
B 1.667 3.820 1.527
O 0.726 2.680 1.333
C 0.121 2.806 0.129
O -0.800 2.086 -0.299
O 1.127 4.853 2.487
C 1.999 5.217 3.347
O 1.778 6.113 4.178
C 3.142 4.203 3.256
O 2.858 3.382 2.204
O 4.128 4.138 4.044
N -1.779 -0.350 1.734
C -2.620 0.474 2.434
C -2.959 0.451 3.759
C -2.495 -0.660 4.466
C -1.743 -1.605 3.888
C -1.289 -1.426 2.525
H -3.109 1.300 1.939
H -3.556 1.173 4.297
H -2.766 -0.672 5.511
H -1.430 -2.479 4.441
H -0.511 -2.104 2.205
N -3.463 0.275 -0.916
C -3.872 1.646 -0.886
C -5.115 2.058 -1.383
C -5.925 1.135 -2.039
C -5.604 -0.200 -1.924
C -4.353 -0.557 -1.513
H -3.196 2.429 -0.575
H -5.502 3.066 -1.416
H -6.874 1.346 -2.508
H -6.252 -0.905 -2.423
H -4.113 -1.609 -1.565
N -0.402 -0.019 -2.344
C -0.791 1.013 -3.206
C -0.521 1.103 -4.553
C 0.380 0.248 -5.141
C 0.890 -0.779 -4.307
C 0.551 -0.803 -2.952
H -1.284 1.831 -2.701
H -0.778 1.980 -5.129
H 0.694 0.274 -6.174
H 1.746 -1.327 -4.675
H 1.138 -1.482 -2.351
```

For the molecular weight, the calculation gives 848.79 g mol⁻¹. The HOMO energy (spin up / spin down) comes out at -7.0 / -7.0 eV. The spin multiplicity is 4. Its charge is -1. The calculation puts the orbital gap (spin up / spin down) at 7.582 / 7.424 eV. As for the expectation value of S²: 3.757.

How positive or negative is each atom? The Löwdin charges in e answer that: number 1, V, carries 0.850; number 2, O, carries 0.148; number 3, C, carries -0.308; number 4, O, carries 0.206; number 5, B, carries -0.894; number 6, O, carries 0.272; number 7, C, carries -0.485; number 8, O, carries 0.141; number 9, O, carries 0.269; number 10, C, carries -0.359; number 11, O, carries 0.158; number 12, C, carries -0.240; number 13, O, carries 0.249; number 14, O, carries 0.046; number 15, O, carries 0.126; number 16, C, carries -0.389; number 17, O, carries 0.270; number 18, B, carries -0.879; number 19, O, carries 0.243; number 20, C, carries -0.278; number 21, O, carries 0.032; number 22, O, carries 0.253; number 23, C, carries -0.403; number 24, O, carries 0.113; number 25, C, carries -0.322; number 26, O, carries 0.191; number 27, O, carries 0.097; number 28, O, carries 0.138; number 29, C, carries -0.279; number 30, O, carries 0.259; number 31, B, carries -0.902; number 32, O, carries 0.232; number 33, C, carries -0.257; number 34, O, carries -0.005; number 35, O, carries 0.225; number 36, C, carries -0.404; number 37, O, carries 0.097; number 38, C, carries -0.252; number 39, O, carries 0.228; number 40, O, carries 0.126; number 41, N, carries 0.003; number 42, C, carries -0.128; number 43, C, carries -0.045; number 44, C, carries -0.088; number 45, C, carries -0.044; number 46, C, carries -0.007; number 47, H, carries 0.101; number 48, H, carries 0.114; number 49, H, carries 0.113; number 50, H, carries 0.111; number 51, H, carries 0.112; number 52, N, carries 0.002; number 53, C, carries -0.065; number 54, C, carries -0.049; number 55, C, carries -0.059; number 56, C, carries -0.060; number 57, C, carries -0.104; number 58, H, carries 0.099; number 59, H, carries 0.107; number 60, H, carries 0.111; number 61, H, carries 0.114; number 62, H, carries 0.112; number 63, N, carries 0.001; number 64, C, carries -0.097; number 65, C, carries -0.070; number 66, C, carries -0.041; number 67, C, carries -0.022; number 68, C, carries -0.074; number 69, H, carries 0.095; number 70, H, carries 0.110; number 71, H, carries 0.110; number 72, H, carries 0.114; number 73, H, carries 0.111

=====

[3]
Below is a structure of composition C27H16Cl5N4ORuS2, with properties calculated with ωB97M-V/def2-TZVPD.

```
56
C27H16Cl5N4ORuS2 (ωB97M-V/def2-TZVPD)
Ru 0.312 0.797 -0.030
Cl 3.333 1.908 1.057
C 3.151 1.707 -0.654
C 1.924 1.252 -1.169
C 1.923 1.052 -2.557
Cl 0.500 0.419 -3.334
C 3.014 1.324 -3.381
Cl 2.936 1.071 -5.093
C 4.192 1.809 -2.827
Cl 5.555 2.172 -3.830
C 4.260 1.994 -1.450
Cl 5.738 2.569 -0.754
S 0.006 2.118 1.788
C -1.149 3.352 1.407
C -1.678 4.189 2.394
C -2.571 5.208 2.082
C -3.094 6.032 3.122
N -3.519 6.682 3.972
C -2.941 5.414 0.739
C -2.413 4.586 -0.248
C -1.534 3.545 0.058
S -0.897 2.508 -1.180
C -3.852 6.450 0.376
N -4.583 7.281 0.059
H -1.385 4.036 3.425
H -2.699 4.743 -1.281
C 0.761 -2.842 -1.984
C 1.074 -3.227 -0.570
C 1.291 -4.550 -0.222
C 1.561 -4.944 1.087
C 1.630 -3.956 2.072
C 1.430 -2.620 1.775
C 1.514 -1.558 2.833
C 1.119 -2.203 0.431
N 0.870 -0.917 0.190
H 0.699 -3.724 -2.628
H 1.519 -2.166 -2.387
H -0.181 -2.290 -2.044
H 1.241 -5.302 -1.006
H 1.722 -5.988 1.332
H 1.850 -4.232 3.101
H 1.643 -1.998 3.826
H 0.627 -0.917 2.833
H 2.349 -0.877 2.634
O -2.175 -0.036 0.493
N -2.258 -1.234 0.111
C -2.718 -1.511 -1.131
C -2.768 -2.808 -1.589
C -2.329 -3.849 -0.784
C -1.849 -3.544 0.475
C -1.828 -2.235 0.906
H -2.986 -0.629 -1.693
H -3.131 -2.986 -2.592
H -2.330 -4.871 -1.143
H -1.433 -4.301 1.127
H -1.445 -1.901 1.856
```

For the molecular weight, the calculation gives 754.92 g mol⁻¹. The HOMO energy (spin up / spin down) comes out at -0.7 / -1.5 eV. The spin multiplicity is 2. Its charge is -2. The calculation puts the orbital gap (spin up / spin down) at 4.767 / 5.497 eV. As for the expectation value of S²: 0.775.

How positive or negative is each atom? The Löwdin charges in e answer that: number 1, Ru, carries 0.679; number 2, Cl, carries 0.624; number 3, C, carries -0.682; number 4, C, carries -0.372; number 5, C, carries -0.693; number 6, Cl, carries 0.617; number 7, C, carries -0.714; number 8, Cl, carries 0.620; number 9, C, carries -0.726; number 10, Cl, carries 0.614; number 11, C, carries -0.715; number 12, Cl, carries 0.618; number 13, S, carries 0.536; number 14, C, carries -0.688; number 15, C, carries -0.075; number 16, C, carries -0.221; number 17, C, carries -0.211; number 18, N, carries 0.122; number 19, C, carries -0.221; number 20, C, carries -0.076; number 21, C, carries -0.695; number 22, S, carries 0.555; number 23, C, carries -0.213; number 24, N, carries 0.122; number 25, H, carries 0.106; number 26, H, carries 0.105; number 27, C, carries -0.077; number 28, C, carries -0.249; number 29, C, carries -0.114; number 30, C, carries -0.154; number 31, C, carries -0.105; number 32, C, carries -0.247; number 33, C, carries -0.074; number 34, C, carries -0.354; number 35, N, carries -0.129; number 36, H, carries 0.069; number 37, H, carries 0.057; number 38, H, carries 0.037; number 39, H, carries 0.092; number 40, H, carries 0.069; number 41, H, carries 0.090; number 42, H, carries 0.064; number 43, H, carries 0.049; number 44, H, carries 0.067; number 45, O, carries -0.150; number 46, N, carries -0.246; number 47, C, carries -0.027; number 48, C, carries -0.081; number 49, C, carries -0.097; number 50, C, carries -0.059; number 51, C, carries -0.024; number 52, H, carries 0.134; number 53, H, carries 0.103; number 54, H, carries 0.100; number 55, H, carries 0.109; number 56, H, carries 0.133

=====

Q: molecular weight of number 3 (C27H16Cl5N4ORuS2)?
A: 754.92 g mol⁻¹